[1]
ORCA calculation (the ωB97M-V functional and the def2-TZVPD basis) on a gas-phase ion, C7H7FNO (charge +1).

The geometry in XYZ format:
```
17
Properties=species:S:1:pos:R:3:forces:R:3
C -2.031225 -0.508239 -0.449760 0.2 1.1 0.6
C -2.404139 0.755283 -0.130994 4.0 0.2 -0.3
C -0.658374 -0.894585 -0.619830 0.6 -3.9 -0.8
C -1.467211 1.816841 0.113981 -1.3 2.6 0.8
C 0.461910 -0.228981 -0.350898 -3.7 5.9 1.1
C -0.148369 1.823238 0.021041 1.5 -3.7 0.0
C 2.260081 -1.439525 0.574370 1.3 -0.2 1.1
N 1.750488 -0.278538 -0.156122 0.1 -1.3 -1.3
O 2.479055 0.539633 -0.672502 0.8 0.3 0.7
F 0.791503 2.543044 0.539556 -0.6 -0.3 -0.6
H -2.902829 -1.114673 -0.460053 0.1 -1.5 -0.7
H -3.352254 1.117707 -0.031218 -2.7 0.0 0.2
H -0.359810 -1.955595 -1.055337 -1.3 1.9 0.8
H -1.985967 2.808285 0.435828 1.3 -1.5 -0.6
H 2.447597 -1.160650 1.645694 -1.6 -0.6 -0.5
H 3.289057 -1.390714 0.359288 1.5 -0.5 -1.1
H 1.830481 -2.432534 0.236950 0.1 1.5 0.9
```
Forces are in eV/Å.

Electronic energy = -13612.62484 eV
Net charge = +1
Kohn-Sham gap (alpha / beta) = 0.2612 / 0.2611 Ha
ΔE to the lowest compared entry with this formula, charge and spin = 94.8 kcal per mole

These are the Mulliken partial charges, in e, on atoms 1 to 4: atom 1 (C): -0.49, atom 2 (C): -0.32, atom 3 (C): -0.13, atom 4 (C): -0.26

***

[2]
ORCA calculation (the ωB97M-V functional and the def2-TZVPD basis) on C7H7IO2 in the gas phase.

The geometry in XYZ format:
```
17
Properties=species:S:1:pos:R:3:forces:R:3
C -2.207878 -0.900787 0.748599 0.3 -0.6 -0.3
C -2.196377 0.381083 0.199461 0.4 -0.6 0.2
C -1.086777 -1.740870 0.734520 0.2 -0.1 -0.4
C -0.945098 0.879291 -0.209286 -3.1 0.8 0.9
C 0.138394 -1.201138 0.410918 -3.3 0.9 0.1
C 0.112703 0.107505 0.050193 6.5 1.2 -1.9
C 1.773161 0.800288 -0.481114 -4.5 -3.1 3.9
O 1.942281 0.642707 -1.772455 0.7 0.9 -1.9
O 1.650962 2.017670 0.031853 -0.4 0.0 -0.3
I 3.481275 -0.337340 0.591715 -0.3 0.2 -0.2
H -2.991135 -1.408853 1.236307 -1.7 0.1 0.0
H -3.056043 1.045370 0.032795 0.2 -0.7 0.5
H -1.169394 -2.831017 0.858401 -0.2 0.7 0.5
H -1.078551 1.913699 -0.473302 1.3 0.2 -0.5
H 0.987663 -1.744919 0.423003 2.7 -1.6 0.0
H 2.383859 -0.193008 -1.972966 -0.2 0.1 0.1
H 2.260954 2.570313 -0.408649 1.4 1.6 -0.8
```
Forces are in eV/Å.

SMILES = OC(O)(I)c1ccccc1
Electronic energy = -19565.92155 eV
Net charge = 0
Kohn-Sham gap = 0.3508 Ha
ΔE to the lowest compared entry with this formula, charge and spin = 42.4 kcal per mole

These are the Mulliken partial charges, in e, on atoms 1 to 4: atom 1 (C): -0.53, atom 2 (C): -0.35, atom 3 (C): -0.42, atom 4 (C): -0.62

***

[3]
ORCA calculation (the ωB97M-V functional and the def2-TZVPD basis) on C7H7N in the gas phase.

The geometry in XYZ format:
```
15
Properties=species:S:1:pos:R:3:forces:R:3
C -1.139671 -0.263957 1.994209 -2.0 1.8 1.9
C 0.040419 -0.543574 1.163706 1.2 0.0 0.8
C 0.720451 0.813919 0.812611 -1.7 -2.3 1.5
C 0.629927 1.294222 -0.385164 0.9 0.8 -2.8
C 0.183210 0.505534 -1.631899 -0.6 2.0 1.6
C -0.298987 -0.837960 -1.179639 -0.9 -0.2 -3.8
C -0.344043 -1.390999 -0.010687 1.1 0.1 2.0
H 0.763608 -1.078496 1.823877 -0.5 0.1 -0.3
H 1.081928 1.245094 1.715292 0.5 0.9 0.1
H 1.140752 2.211599 -0.669096 -0.2 0.2 0.4
H -0.567470 1.118998 -2.233684 0.4 -1.0 1.0
H 1.061948 0.585929 -2.289513 -0.1 -1.0 0.0
H -0.771714 -1.399353 -1.976214 0.4 -0.4 -0.3
H -0.508041 -2.449528 0.201166 -0.6 0.4 -0.4
N -1.992316 0.188572 2.665036 2.0 -1.5 -1.7
```
Forces are in eV/Å.

SMILES = N#CC1C=CCC=C1
Electronic energy = -8860.50680 eV
Net charge = 0
Kohn-Sham gap = 0.3926 Ha
ΔE to the lowest compared entry with this formula, charge and spin = 25.8 kcal per mole

These are the Mulliken partial charges, in e, on atoms 1 to 4: atom 1 (C): 0.23, atom 2 (C): 0.37, atom 3 (C): -0.64, atom 4 (C): -0.45

***

[4]
ORCA calculation (the ωB97M-V functional and the def2-TZVPD basis) on C7H7N in the gas phase.

The geometry in XYZ format:
```
15
Properties=species:S:1:pos:R:3:forces:R:3
C -1.152098 -1.153554 0.750777 1.7 1.5 1.1
C -2.072596 -0.159432 -0.074641 -1.5 -1.1 0.3
C -1.396804 0.815571 -0.669476 1.3 2.3 -1.0
C 0.039375 0.645794 -0.479332 -1.7 -0.6 0.1
C 1.214173 1.310523 -0.540487 1.4 -0.8 0.1
C 2.257485 0.432419 -0.140829 -3.1 -2.0 1.3
C 1.527665 -0.730112 0.276473 5.4 -3.3 0.5
H -0.919445 -0.732964 1.941998 -1.0 -1.3 -3.6
H -1.385477 -2.338058 0.821614 0.8 3.0 -0.7
H -3.173706 -0.237229 -0.304730 1.3 -0.5 0.9
H -1.696687 1.734510 -1.316529 -0.2 -2.1 1.4
H 1.404238 2.292318 -0.795300 0.0 1.9 -0.7
H 3.270416 0.600825 0.060799 1.2 0.3 -0.2
H 1.796183 -1.857397 0.468500 0.4 2.6 0.1
N 0.287278 -0.623216 0.001165 -6.2 0.2 0.5
```
Forces are in eV/Å.

SMILES = C1=Cc2cccn2C1
Electronic energy = -8859.05531 eV
Net charge = 0
Kohn-Sham gap = 0.3096 Ha
ΔE to the lowest compared entry with this formula, charge and spin = 59.2 kcal per mole

These are the Mulliken partial charges, in e, on atoms 1 to 4: atom 1 (C): -0.37, atom 2 (C): -0.41, atom 3 (C): -0.36, atom 4 (C): 0.15

***

[5]
ORCA calculation (the ωB97M-V functional and the def2-TZVPD basis) on C7H7N in the gas phase.

The geometry in XYZ format:
```
15
Properties=species:S:1:pos:R:3:forces:R:3
C 3.255595 -0.184019 -0.222780 8.3 1.3 1.8
C 2.098761 -0.069476 -0.035242 -1.0 -0.7 -0.1
C 0.749805 -0.017245 -0.131481 -2.2 0.8 0.3
C 0.038592 1.091034 -0.089848 -1.1 5.7 -0.9
C -1.506695 0.707647 -0.238655 3.1 -2.2 2.0
C -1.286712 -0.301900 0.926291 -2.8 -2.0 3.4
C -0.354653 -1.015853 -0.029585 -1.6 -1.5 -1.6
H 4.455524 0.096278 0.143208 -4.3 -1.4 -1.7
H 0.386234 2.181459 0.135754 -0.5 -2.2 -0.7
H -2.438404 1.247818 -0.379077 0.7 0.7 0.2
H -0.753453 -0.117306 1.915069 -1.4 0.4 -1.0
H -2.317967 -0.847980 0.989945 1.9 0.5 0.7
H -0.117175 -2.105012 -0.033750 -0.3 0.9 0.2
H -0.802750 -0.125825 -1.903726 -1.9 -1.9 1.5
N -1.406705 -0.539623 -1.046122 3.0 1.5 -4.0
```
Forces are in eV/Å.

SMILES = C#CC1=C[C@@H]2C[C@H]1N2
Electronic energy = -8855.71477 eV
Net charge = 0
Kohn-Sham gap = 0.3343 Ha
ΔE to the lowest compared entry with this formula, charge and spin = 136.3 kcal per mole

These are the Mulliken partial charges, in e, on atoms 1 to 4: atom 1 (C): -0.15, atom 2 (C): -1.56, atom 3 (C): 1.22, atom 4 (C): -0.34

***

[6]
ORCA calculation (the ωB97M-V functional and the def2-TZVPD basis) on a gas-phase ion, C7H7N2O2S (charge +1).

The geometry in XYZ format:
```
19
Properties=species:S:1:pos:R:3:forces:R:3
C 2.572723 -1.932176 0.133780 -0.9 0.7 -0.8
C 1.161454 -1.764827 0.198460 -2.2 0.6 -0.7
C 3.282361 -0.757472 0.036464 0.9 -0.6 1.4
C 0.848118 -0.429140 0.158748 2.5 0.0 0.5
C -1.196877 1.059281 0.013652 -3.0 -1.0 -0.9
C -2.787144 -0.759453 -0.039202 3.9 -0.6 -0.4
C -1.139130 2.515438 -0.274666 -4.8 -3.4 -1.0
N 0.868488 3.743572 0.126644 -3.1 -1.4 -1.3
N -0.108925 3.210668 -0.142336 6.9 3.3 2.1
O -0.417294 0.019238 0.112503 -2.0 1.8 0.1
O -2.500279 0.626467 0.021797 2.1 3.6 -0.5
S 2.225090 0.618904 0.212518 0.3 -0.7 -0.5
H 2.897010 -2.919562 -0.051018 1.1 -0.7 0.2
H 0.281848 -2.503939 0.110391 2.0 0.9 0.3
H 4.412903 -0.691036 0.155733 -1.8 0.2 -0.5
H -2.181358 -1.090928 0.825537 -0.8 -1.1 -0.6
H -2.327609 -1.126195 -1.032871 -1.2 0.1 1.6
H -3.810752 -0.866742 0.120100 -1.6 -0.2 -0.1
H -2.080622 3.047901 -0.686228 1.7 -1.3 0.9
```
Forces are in eV/Å.

SMILES = CO/C(=C/[N+]#N)Oc1cccs1
Electronic energy = -25271.26615 eV
Net charge = +1
Kohn-Sham gap = 0.2804 Ha
ΔE to the lowest compared entry with this formula, charge and spin = 67.9 kcal per mole

These are the Mulliken partial charges, in e, on atoms 1 to 4: atom 1 (C): -0.49, atom 2 (C): -0.36, atom 3 (C): -0.41, atom 4 (C): 0.59

***

[7]
ORCA calculation (the ωB97M-V functional and the def2-TZVPD basis) on a gas-phase ion, C7H7N2O4 (charge -1).

The geometry in XYZ format:
```
20
Properties=species:S:1:pos:R:3:forces:R:3
C -0.476821 1.088499 -1.702644 -0.6 3.3 -1.6
C 1.434854 -0.396368 -1.193218 -0.5 -0.1 0.3
C 2.360917 -1.093871 -0.493542 0.5 2.5 0.6
C -1.227459 0.122649 1.309423 1.7 0.9 -2.1
C -3.260158 1.864920 1.261616 0.2 -2.2 0.3
C -1.357792 1.463699 -0.730915 -2.0 -1.0 1.1
C 2.798290 -2.515085 -0.447952 -0.1 -1.7 -2.1
N 0.660313 0.339182 -1.813543 2.5 -1.8 1.3
N -1.935827 0.898410 0.448315 1.4 0.8 -1.0
O 0.154610 0.129462 1.055347 -0.3 -0.1 1.4
O -3.577084 2.699929 0.504175 -0.5 2.4 -1.7
O -1.585352 -0.546860 2.218299 -1.2 -1.2 1.7
O -3.523307 1.307138 2.271670 -0.1 0.0 1.2
H -0.517439 1.904184 -2.574691 0.1 -2.0 1.7
H 2.855881 -0.539910 0.403085 -1.0 -0.3 -1.9
H 0.445392 -0.345502 1.879781 0.0 0.4 -1.3
H -2.009537 2.315892 -1.028954 0.6 -0.7 0.2
H 3.919206 -2.730311 -0.528430 -1.3 0.8 0.3
H 2.386232 -3.110236 -1.382784 0.4 0.8 2.2
H 2.455080 -2.855819 0.544963 0.1 -0.8 -0.7
```
Forces are in eV/Å.

SMILES = CC=C=N/C=C\N(C(=O)[O-])C(=O)O
Electronic energy = -18541.81157 eV
Net charge = -1
Kohn-Sham gap = 0.2840 Ha
ΔE to the lowest compared entry with this formula, charge and spin = 45.3 kcal per mole

These are the Mulliken partial charges, in e, on atoms 1 to 4: atom 1 (C): -0.41, atom 2 (C): 0.73, atom 3 (C): -0.58, atom 4 (C): 0.51

***

[8]
ORCA calculation (the ωB97M-V functional and the def2-TZVPD basis) on C7H7N2OP in the gas phase.

The geometry in XYZ format:
```
18
Properties=species:S:1:pos:R:3:forces:R:3
C -2.551570 0.780874 0.309248 0.7 1.3 1.1
C -2.339936 -0.542627 -0.023888 -2.0 -0.3 -1.0
C -1.513101 1.730542 0.359981 0.6 -2.3 -0.5
C -1.095068 -0.961957 -0.382620 2.2 -0.5 -0.2
C -0.166413 1.312410 0.092517 -2.6 -1.4 -0.5
C -0.073037 0.008579 -0.300045 -1.6 -1.9 0.2
C 1.034409 2.106193 -0.008991 -2.0 3.8 -0.1
N 2.149602 1.430547 -0.241052 1.0 -5.8 -1.2
N 2.032695 0.060369 -0.607867 -0.1 2.2 0.6
O 1.010685 3.331077 0.041131 0.5 -0.4 0.4
P 2.631798 -1.082478 0.514185 2.7 1.3 -1.0
H -3.551557 0.985384 0.698287 0.3 0.6 -0.5
H -3.314787 -1.069741 -0.198252 1.3 -0.3 0.5
H -1.744534 2.721093 0.527570 -0.3 2.0 0.7
H -0.806714 -2.016373 -0.669543 -0.7 1.3 0.2
H 3.083964 1.718082 -0.272776 1.2 1.4 0.3
H 3.950535 -0.443244 0.287069 -0.3 -0.6 1.3
H 3.177078 -2.036472 -0.380706 -0.7 -0.3 -0.2
```
Forces are in eV/Å.

Electronic energy = -21682.42569 eV
Spin multiplicity = 3
Net charge = 0
Kohn-Sham gap (alpha / beta) = 0.2672 / 0.2546 Ha

These are the Mulliken partial charges, in e, on atoms 1 to 4: atom 1 (C): -0.50, atom 2 (C): -0.12, atom 3 (C): -0.42, atom 4 (C): -0.78

***

[9]
ORCA calculation (the ωB97M-V functional and the def2-TZVPD basis) on 2 unconnected molecules or ions with the total composition C7H7N3S.

The geometry in XYZ format:
```
18
Properties=species:S:1:pos:R:3:forces:R:3
C -2.136395 -0.969929 -2.289283 -1.9 1.7 -0.8
C -1.213197 -1.997445 -2.053538 -0.3 2.9 1.2
C -1.729608 0.107760 -1.495389 1.6 -2.3 -0.2
C 1.558869 1.190156 2.408483 1.9 -1.5 -0.8
C 2.050464 -0.029422 2.021039 0.0 -0.4 1.0
C 0.425495 1.761954 1.737319 0.5 -2.5 -0.4
C 0.349633 0.196752 -0.041843 3.4 1.6 -0.2
N -0.320449 -1.606034 -1.178644 0.7 -0.7 -0.4
N -0.153629 1.213556 0.694711 0.0 2.8 1.6
N -0.586217 -0.338871 -0.876547 -1.4 -2.2 -1.1
S 1.319014 -1.052348 0.847105 0.1 -0.1 -0.3
H -3.034529 -0.935825 -2.989602 1.5 -0.2 1.2
H -1.164739 -2.934026 -2.420547 0.0 -2.9 -1.2
H -1.995520 1.076845 -1.243585 -1.0 1.5 -0.1
H 2.125554 1.544157 3.265243 -0.7 0.9 -0.1
H 2.870904 -0.561049 2.630542 -1.4 0.9 -1.1
H 0.003945 2.540740 2.318897 -1.1 1.0 -0.3
H 1.630405 0.793030 -1.334360 -1.8 -0.5 2.0
```
Forces are in eV/Å.

Electronic energy = -22672.79834 eV
Net charge = 0
Kohn-Sham gap (alpha / beta) = 0.2591 / 0.2597 Ha
ΔE to the lowest compared entry with this formula, charge and spin = 140.9 kcal per mole

These are the Mulliken partial charges, in e, on atoms 1 to 4: atom 1 (C): -0.66, atom 2 (C): -0.36, atom 3 (C): -0.18, atom 4 (C): -0.44

***

[10]
ORCA calculation (the ωB97M-V functional and the def2-TZVPD basis) on C7H7N5OS in the gas phase.

The geometry in XYZ format:
```
21
Properties=species:S:1:pos:R:3:forces:R:3
O 2.094247 1.529868 -0.084950 -4.4 -1.5 0.8
N -1.484515 2.553254 2.535119 -6.6 -3.5 -0.5
N -0.681618 3.418052 2.740258 4.3 2.6 0.5
N -1.717394 0.549581 0.918830 -1.3 -1.0 0.0
S -1.923007 -1.484913 -0.834940 -1.9 -0.3 0.4
C 0.890070 1.189490 0.239561 4.0 1.8 0.3
C -1.118136 -0.234493 0.051035 1.3 3.8 2.6
C -1.110596 1.645956 1.549766 -1.1 -1.7 -0.1
C 0.115924 1.974486 1.274151 4.7 0.8 -2.4
N 0.428439 3.141011 1.982233 1.0 -1.7 -1.6
N 0.250024 0.040817 -0.247215 -0.6 -0.2 -0.7
C -0.685460 -2.772200 -0.713765 2.3 3.0 0.2
C 0.764492 -0.634776 -1.470701 -1.2 0.0 -0.1
C 0.487569 -2.138266 -1.584300 0.2 -2.0 3.0
H 1.347844 3.615219 1.957665 -1.3 -0.2 0.3
H -1.032356 -3.741049 -0.930180 -0.6 -0.9 -1.2
H -0.318195 -2.884381 0.301183 -0.2 0.3 0.4
H 0.260702 -0.196079 -2.361192 0.6 0.2 0.7
H 1.823640 -0.532112 -1.513025 0.6 0.6 -0.1
H 0.244213 -2.329562 -2.577396 0.0 -0.5 -1.8
H 1.364113 -2.709903 -1.232135 0.0 0.3 -0.7
```
Forces are in eV/Å.

SMILES = O=c1c2[nH]nnc2nc2n1CCCS2
Electronic energy = -27703.47847 eV
Net charge = 0
Kohn-Sham gap = 0.3449 Ha
ΔE to the lowest compared entry with this formula, charge and spin = 32.7 kcal per mole

These are the Mulliken partial charges, in e, on atoms 1 to 4: atom 1 (O): -0.70, atom 2 (N): -0.25, atom 3 (N): -0.66, atom 4 (N): -0.58